1.
This record from the Open Molecules 2025 dataset describes C2H7N2O2 as an isolated structure in a non-equilibrium geometry. The level of theory is the ωB97M-V functional and the def2-TZVPD basis.

Each line ends with the Mulliken charge.
Element x y z (Å)
H 0.06 1.74 -0.58  0.40
N 0.47 -0.71 -1.94  0.12
H 0.87 -1.79 1.01  0.33
C -0.97 -0.49 0.00  -0.87
O 1.36 -1.42 0.34  -0.32
H 1.62 1.32 -1.23  0.33
H -1.86 0.05 -0.57  0.35
H 1.28 1.16 0.56  0.30
H -1.31 -1.61 0.01  0.35
C 0.85 1.07 -0.46  -0.66
H -0.96 -0.18 0.98  0.49
O 0.52 -1.85 -2.11  -0.17
N 0.34 -0.25 -0.54  0.35

The total energy is -339.89195 a.u. Its largest force on an atom is 0.1267 Eh/bohr. Its net charge is +1. The calculation puts the HOMO energy at -16.21 eV. The value obtained for the energy above the lowest of the compared OMol25 structures with the same formula, charge and spin is 7.841 eV. The HOMO-LUMO gap comes out at 9.2 eV.


2.
This record from the Open Molecules 2025 dataset describes a 3-piece molecular cluster, C16H34O5S overall in a non-equilibrium geometry. The level of theory is the ωB97M-V functional and the def2-TZVPD basis.

Each line ends with the Mulliken charge.
Element x y z (Å)
C -3.81 -0.30 3.98  -0.86
C 0.27 -0.33 -2.73  -0.86
H 2.58 -1.88 -2.63  0.32
C 1.91 3.52 3.22  -0.91
H -3.39 -0.09 4.97  0.31
H 3.47 -2.19 -6.81  0.29
S 3.22 2.72 -1.03  -0.09
H 0.75 -0.29 -1.75  0.01
H -3.40 -2.42 4.08  0.23
H 1.78 3.38 4.29  0.30
O -0.03 2.44 2.13  -0.23
H 2.28 -2.84 -4.06  0.35
C 0.61 -1.63 -3.46  -0.52
H -1.72 -1.77 2.71  0.44
C -4.97 -2.13 2.64  -1.18
H -4.93 -1.94 4.77  0.38
H 0.20 -2.46 -2.88  0.36
H 2.85 0.19 -6.36  0.38
C -4.25 -1.76 3.94  -0.37
C 0.32 2.16 0.78  -0.44
O 0.04 4.64 2.38  -0.48
C 2.83 -0.79 -4.46  -0.40
H 3.89 -1.06 -4.52  0.39
H 1.84 -2.70 -6.33  0.28
C 0.57 3.61 2.55  0.64
H 0.11 -1.65 -4.43  0.28
H -5.30 -3.17 2.67  0.38
H 1.25 -0.30 -5.86  0.23
C -2.79 0.11 2.91  -0.51
H 0.62 0.55 -3.29  0.28
H 2.51 2.70 2.86  0.26
H 2.79 0.17 -3.95  0.09
H -0.88 -0.37 2.07  -0.28
H 3.41 3.97 -0.55  0.15
C 2.11 -1.85 -3.62  -0.67
O 3.07 1.88 0.44  -0.25
O 2.63 -0.15 -0.11  -0.46
H -5.85 -1.50 2.50  0.29
H 0.93 2.98 0.40  0.47
C 2.20 0.84 0.32  0.55
C 2.42 -1.87 -6.74  -1.21
H -0.43 0.47 4.37  0.20
H -1.24 -0.96 5.05  0.40
H -3.26 0.04 1.92  0.39
H 2.40 4.47 3.07  0.34
C -0.69 -0.58 4.19  -1.32
H 0.24 -1.15 4.11  0.39
H -4.69 0.35 3.89  0.40
C -1.50 -0.71 2.90  0.23
H -2.54 1.16 3.05  0.22
O 0.95 0.88 0.72  -0.14
H -0.81 -0.23 -2.61  0.42
H -0.57 2.12 0.18  0.28
H -4.32 -2.01 1.77  0.28
C 2.29 -0.62 -5.88  -0.42
H 2.06 -1.68 -7.75  0.38

The total energy is -1404.37271 a.u. Its largest force on an atom is 0.0754 Eh/bohr. Its net charge is 0. The calculation puts the HOMO energy at -10.16 eV. The value obtained for the energy above the lowest of the compared OMol25 structures with the same formula, charge and spin is 0.000 eV. The HOMO-LUMO gap comes out at 10.0 eV. The SMILES is CC(=O)OCOC(=O)OS.CCCCCC.CCCCCC.